1.
A structure of composition C5H9NO at a distorted geometry, computed with wB97M-V/def2-TZVPD.

HOMO-LUMO gap in eV: 9.98
Calculated total energy in Eh: -325.74664
HOMO in eV: -8.9

Geometry as ORCA input:
```
! RIJCOSX wB97M-V def2-TZVPD def2/J DEFGRID3
* xyz 0 1
C 1.60 -0.07 -1.87
N 0.92 0.24 -0.62
C 0.77 -0.74 0.47
C -0.38 -0.28 -0.47
C -1.17 -0.15 0.77
O -1.51 -1.23 1.26
C -1.42 1.17 1.41
H 2.61 0.34 -1.84
H 1.07 0.42 -2.70
H 1.64 -1.15 -2.05
H 0.13 -1.72 0.72
H 0.90 -0.21 1.41
H -0.67 -1.09 -1.15
H -1.67 1.01 2.46
H -0.56 1.84 1.30
H -2.27 1.63 0.90
*
```

Table of Löwdin atomic charges, one value per atom, all in e: -0.08, -0.09, -0.07, -0.20, -0.51, -0.01, 0.00, 0.08, 0.09, 0.09, 0.17, 0.11, 0.15, 0.09, 0.09, 0.09

---

2.
A structure of composition C5H9NO, computed with wB97M-V/def2-TZVPD.

HOMO-LUMO gap in eV: 9.41
Calculated total energy in Eh: -325.74674
HOMO in eV: -8.4

Geometry as ORCA input:
```
! RIJCOSX wB97M-V def2-TZVPD def2/J DEFGRID3
* xyz 0 1
C 1.80 -0.20 -0.67
C 0.91 0.65 0.17
N 1.09 1.81 0.57
O 0.43 -0.72 1.41
C -0.73 -0.29 1.03
C -1.69 -0.98 0.17
C -0.97 0.11 -0.65
H 2.78 -0.25 -0.20
H 1.40 -1.21 -0.74
H 1.90 0.25 -1.66
H 0.44 2.34 1.13
H -1.16 0.60 1.53
H -1.41 -2.00 -0.09
H -2.75 -0.84 0.35
H -0.51 -0.27 -1.56
H -1.54 1.02 -0.81
*
```

Table of Löwdin atomic charges, one value per atom, all in e: -0.04, -0.35, 0.16, -0.09, -0.42, -0.10, -0.07, 0.10, 0.08, 0.09, 0.07, 0.14, 0.12, 0.11, 0.09, 0.10